No. 1
This record from OMol25 describes the molecule C4H6ClF. The level of theory is the ωB97M-V functional and the def2-TZVPD basis.

```
12
Properties=species:S:1:pos:R:3:lowdin_charge:R:1
C 1.976 -0.321 -0.245 -0.11
C 0.612 0.242 0.075 -0.12
C -0.614 -0.402 0.068 -0.15
C -1.826 0.360 0.343 -0.70
H 2.325 -1.198 0.359 0.08
H 2.788 0.424 -0.012 0.08
H 2.058 -0.690 -1.281 0.08
H 0.476 1.343 0.130 0.11
H -0.695 -1.423 -0.331 0.10
H -1.993 0.589 1.443 0.13
F -1.827 1.618 -0.357 -0.10
Cl -3.282 -0.541 -0.194 0.61
```

- Molecular weight: 108.543 g mol⁻¹
- Charge: 0
- Energy above the lowest of the compared OMol25 structures with the same formula, charge and spin: 64.2 kJ/mol
- DFT total energy: -716.026604 a.u.
- LUMO energy: 0.73 eV
- SMILES: C/C=C/[C@@H](F)Cl
- Orbital gap: 10.60 eV

=====

No. 2
This record from OMol25 describes the molecule C4H6ClFO2. The level of theory is the ωB97M-V functional and the def2-TZVPD basis.

```
14
Properties=species:S:1:pos:R:3:lowdin_charge:R:1
C -0.837 0.662 0.381 -0.24
C -0.526 -0.813 0.399 -0.29
C 0.342 0.158 -0.416 -0.19
C 1.687 0.496 0.183 -0.74
H -2.388 0.328 -0.728 0.08
H -0.617 1.312 1.262 0.17
H -0.042 -1.310 1.239 0.15
H -1.116 -1.900 -1.092 0.12
H 0.256 0.149 -1.500 0.16
H 1.679 0.576 1.283 0.12
O -1.974 1.110 -0.358 0.00
O -1.441 -1.628 -0.214 0.01
F 2.098 1.660 -0.268 0.02
Cl 2.879 -0.799 -0.172 0.62
```

- Molecular weight: 140.541 g mol⁻¹
- Charge: 0
- Energy above the lowest of the compared OMol25 structures with the same formula, charge and spin: 0.3 kJ/mol
- DFT total energy: -866.502619 a.u.
- LUMO energy: 0.59 eV
- SMILES: O[C@@H]1[C@H](O)[C@H]1[C@H](F)Cl
- Orbital gap: 10.51 eV

=====

No. 3
This record from OMol25 describes the molecule C4H6ClFS. The level of theory is the ωB97M-V functional and the def2-TZVPD basis.

```
13
Properties=species:S:1:pos:R:3:lowdin_charge:R:1
C -0.626 1.997 -0.054 -0.41
C 0.339 -0.569 -0.327 -0.62
C 1.623 -0.743 -0.644 0.02
C -0.530 -1.390 0.624 -0.78
H -1.252 1.802 0.860 0.05
H -0.897 2.867 -0.629 0.01
H 0.448 2.138 0.274 0.05
H 2.004 -1.656 -0.261 0.05
H 2.275 -0.067 -1.183 0.07
H 0.063 -2.165 1.196 0.12
F -1.067 -0.613 1.623 -0.06
S -0.572 0.662 -1.281 0.82
Cl -1.808 -2.264 -0.198 0.66
```

- Molecular weight: 140.610 g mol⁻¹
- Charge: 0
- Energy above the lowest of the compared OMol25 structures with the same formula, charge and spin: 88.9 kJ/mol
- DFT total energy: -1114.213463 a.u.
- LUMO energy: 0.64 eV
- SMILES: C=C(SC)[C@@H](F)Cl
- Orbital gap: 9.55 eV

=====

No. 4
This record from OMol25 describes the molecule C4H6ClFS. The level of theory is the ωB97M-V functional and the def2-TZVPD basis.

```
13
Properties=species:S:1:pos:R:3:lowdin_charge:R:1
C -1.336 0.335 0.561 -0.70
C 0.219 0.588 0.536 -0.41
C 0.917 0.783 -0.876 -0.39
C 1.169 -0.547 1.084 -0.42
H -1.771 0.240 1.556 0.11
H 0.462 1.510 1.101 0.14
H 1.120 1.832 -1.133 0.07
H 0.422 0.292 -1.714 0.05
H 0.785 -1.561 0.957 0.05
H 1.465 -0.404 2.130 0.07
F -1.959 1.399 -0.017 -0.04
S 2.424 -0.176 -0.259 0.78
Cl -1.733 -1.097 -0.377 0.68
```

- Molecular weight: 140.610 g mol⁻¹
- Charge: 0
- Energy above the lowest of the compared OMol25 structures with the same formula, charge and spin: 38.2 kJ/mol
- DFT total energy: -1114.232780 a.u.
- LUMO energy: 0.80 eV
- SMILES: F[C@@H](Cl)C1CSC1
- Orbital gap: 9.70 eV

=====

Max |F| readings, ordered: 0.0766, 0.0418, 0.0485, 0.0332 Eh/bohr